This record from the Open Molecules 2025 dataset describes a molecular structure, C16H35NOP2SiZr in a non-equilibrium geometry. The level of theory is ωB97M-V/def2-TZVPD.

```
! wB97M-V def2-TZVPD RIJCOSX def2/J DEFGRID3
* xyz 0 1
Zr 0.29051 -0.22062 0.23423
Si -1.92944 0.95227 -0.95027
P -0.68541 -2.41616 -1.02267
N 1.36861 0.25047 -1.32448
H 1.14743 -1.32855 1.36461
C 0.05727 -4.02524 -0.58575
H -0.41203 -4.82186 -1.18740
H -0.10004 -4.22735 0.48073
H 1.13560 -3.99893 -0.78723
C -2.46159 -2.81604 -0.85066
H -2.65188 -3.76109 -1.38383
H -3.07900 -2.01659 -1.27781
H -2.71131 -2.93556 0.21190
C -0.48576 -2.41355 -2.84321
H -0.84629 -3.37210 -3.24721
H 0.57684 -2.28071 -3.08358
H -1.05300 -1.58416 -3.28033
C -3.62002 1.05619 -0.06553
H -3.51078 1.53547 0.91604
H -4.03974 0.05254 0.08232
H -4.34221 1.64775 -0.65076
H -1.54517 2.37828 -1.17247
H -2.26014 0.39875 -2.29923
C 2.07939 0.59597 -2.38330
C 4.24491 0.79866 -3.54017
C 3.49401 0.33085 -2.47239
C 1.46872 1.26855 -3.50813
C 2.23946 1.73300 -4.56449
C 3.62691 1.51149 -4.58361
H 5.32185 0.61486 -3.56455
H 3.94891 -0.23797 -1.65643
H 0.38699 1.41125 -3.46914
H 1.75494 2.27684 -5.38019
H 4.22510 1.89242 -5.41495
C -1.61378 -0.98247 2.92320
O -1.37615 -0.53338 1.76256
C -0.54484 -1.09439 3.96008
H -0.87771 -1.73045 4.78911
H -0.31135 -0.10292 4.38529
H 0.37078 -1.53550 3.54584
C -3.01250 -1.33753 3.29894
H -3.06206 -2.37360 3.66401
H -3.67154 -1.21452 2.43057
H -3.34234 -0.66937 4.10728
C 1.78057 3.63503 1.07259
P 0.98236 2.04862 1.52463
C 2.17615 1.33620 2.73441
C -0.36048 2.61195 2.64462
H 2.71913 3.46851 0.52685
H 2.00694 4.21830 1.98462
H 1.13350 4.24104 0.42462
H 2.34117 2.04552 3.55580
H 1.80762 0.37726 3.12022
H 3.12542 1.14475 2.21666
H 0.07100 3.26353 3.41437
H -1.09895 3.17231 2.06058
H -0.87656 1.76199 3.11311
*
```

Values from the calculation:
Gap between HOMO and LUMO   6.0 eV

Atom charges from the natural (NBO) analysis, given in e for atoms 1 to 5: 1.3052, 0.3217, 0.9275, -0.9424, -0.5126


This record from the Open Molecules 2025 dataset describes a molecular structure, C19H18BrIInN2OPSe2. The level of theory is ωB97M-V/def2-TZVPD.

```
! wB97M-V def2-TZVPD RIJCOSX def2/J DEFGRID3
* xyz 2 1
In -1.25309 -0.13326 -1.22048
Se 0.98441 -1.32018 -1.55856
P 0.80431 -1.25335 0.66475
Se -1.34942 -1.20762 1.12915
C 1.63007 -2.64279 1.40805
C 1.08070 -3.26498 2.52622
C 1.78847 -4.27979 3.15146
C 3.02716 -4.66724 2.66091
C 3.56946 -4.04901 1.54048
C 2.87421 -3.03282 0.90884
C 1.57229 0.28642 1.20169
C 1.01188 1.03719 2.23342
C 1.65880 2.18175 2.67944
C 2.85804 2.57276 2.10363
C 3.42100 1.82240 1.07714
C 2.78213 0.68106 0.62292
H 0.11102 -2.97060 2.90714
H 1.36921 -4.77061 4.01888
H 3.57378 -5.46132 3.15173
H 4.53096 -4.36203 1.15699
H 3.29770 -2.55965 0.03022
H 0.08078 0.73152 2.69106
H 1.22760 2.76175 3.48446
H 3.36207 3.46196 2.45888
H 4.36131 2.12371 0.63485
H 3.22512 0.10578 -0.18080
N -5.19369 -1.80244 -2.26554
C -3.98871 -1.32193 -2.50228
O -3.20929 -1.07897 -1.55695
C -3.60597 -1.15599 -3.95337
I -2.18480 0.38877 -4.18206
H -5.46990 -2.00293 -1.31495
H -5.83531 -2.03273 -3.00725
H -4.45609 -0.90719 -4.58113
H -3.13878 -2.07133 -4.31198
Br -1.33207 6.60203 -1.50820
C -1.32453 4.75238 -1.35337
C -0.13808 4.04256 -1.50347
C -0.17412 2.67198 -1.38701
N -1.31825 2.00619 -1.13709
C -2.46109 2.69770 -0.97703
C -2.50483 4.06815 -1.07758
H 0.79625 4.54804 -1.70116
H 0.73042 2.08016 -1.47629
H -3.35358 2.12912 -0.74776
H -3.43754 4.59535 -0.93800
*
```

Values from the calculation:
Gap between HOMO and LUMO   8.1 eV
Relative energy (zero: lowest compared OMol25 entry of this formula, charge and spin)   29.87 kJ/mol

Atom charges from the natural (NBO) analysis, given in e for atoms 1 to 5: 1.2269, -0.2920, 1.0493, -0.3018, -0.3759


This record from the Open Molecules 2025 dataset describes a molecular structure, C39H45N6P2STa in a non-equilibrium geometry. The level of theory is ωB97M-V/def2-TZVPD.

```
! wB97M-V def2-TZVPD RIJCOSX def2/J DEFGRID3
* xyz 4 1
Ta 0.88131 -0.10892 1.59904
C -3.58985 0.10595 -6.49326
S -2.24157 0.04152 -5.32371
C -2.77214 1.24168 -4.09700
C -1.77999 1.28830 -2.93897
C -1.70545 -0.04391 -2.20504
N -0.77945 -0.02553 -1.02875
P 0.27247 -1.32230 -0.67509
C -0.57743 -2.81514 -1.14748
C -1.80311 -3.14553 -0.55108
C -2.49293 -4.26994 -0.96201
C -1.96523 -5.07856 -1.96692
C -0.75881 -4.75416 -2.56709
C -0.05779 -3.62633 -2.16020
C 1.74021 -1.18604 -1.68794
C 2.84745 -1.96347 -1.33668
C 3.95684 -2.00269 -2.16811
C 3.96492 -1.25987 -3.34544
C 2.87579 -0.46704 -3.68605
C 1.76004 -0.43203 -2.85996
P -1.19975 0.73942 0.42033
C -2.90367 0.54998 0.82222
C -3.31714 -0.53385 1.60774
C -4.66435 -0.72524 1.86124
C -5.59705 0.16450 1.33969
C -5.19036 1.25427 0.57534
C -3.84485 1.45851 0.31870
C -0.76455 2.47116 0.29468
C -1.31531 3.39670 1.19538
C -0.89425 4.71497 1.17224
C 0.08702 5.11595 0.26820
C 0.65072 4.20101 -0.61211
C 0.23635 2.87609 -0.59781
H -3.28888 -0.47120 -7.36430
H -3.78477 1.14057 -6.77688
H -4.48574 -0.33364 -6.05170
H -3.78356 0.98315 -3.76525
H -2.83240 2.21542 -4.59106
H -2.10399 2.08209 -2.26012
H -0.79440 1.57908 -3.31234
H -1.35599 -0.83468 -2.87060
H -2.69955 -0.34316 -1.85917
H -2.24364 -2.50857 0.20920
H -3.44026 -4.52402 -0.50518
H -2.50108 -5.96501 -2.28068
H -0.35593 -5.38201 -3.35050
H 0.88666 -3.39105 -2.63139
H 2.84020 -2.56731 -0.43315
H 4.80431 -2.62559 -1.91238
H 4.81926 -1.31269 -4.00843
H 2.88652 0.10473 -4.60503
H 0.90577 0.17234 -3.14102
H -2.58692 -1.20715 2.04548
H -4.99040 -1.55413 2.47538
H -6.64977 0.01864 1.54567
H -5.92469 1.95117 0.19374
H -3.53381 2.32297 -0.25594
H -2.09770 3.09868 1.88482
H -1.34151 5.43747 1.84259
H 0.40227 6.15131 0.24416
H 1.39846 4.52602 -1.32410
H 0.65741 2.16706 -1.30128
C 0.05860 1.58339 3.90117
N 1.32774 0.85505 3.59120
C 2.45360 1.83062 3.65857
C 1.57592 -0.20653 4.62197
C 0.75786 -1.41266 4.27713
C 0.30089 -2.31270 5.21274
C -0.43045 -3.42384 4.79192
C -0.71274 -3.63558 3.44268
C -0.26383 -2.73786 2.49535
C 0.47043 -1.58540 2.89783
H 0.16177 2.11753 4.84770
H -0.76492 0.87141 3.98515
H -0.14793 2.30910 3.11266
H 2.48055 2.27790 4.65361
H 2.30599 2.62020 2.92352
H 3.38811 1.30844 3.47667
H 1.36317 0.18298 5.62031
H 2.63983 -0.44940 4.59335
H 0.50364 -2.17012 6.26747
H -0.77918 -4.13630 5.52952
H -1.26778 -4.51423 3.14055
H -0.45431 -2.94964 1.45317
N 6.56858 2.35560 -0.89654
C 5.93678 1.79920 0.11020
N 6.53603 1.55626 1.26207
N 4.62600 1.48666 -0.10261
C 3.67174 1.01897 0.49748
N 2.64200 0.57768 0.92689
H 7.54337 2.61881 -0.84833
H 6.08097 2.50358 -1.76753
H 7.51549 1.76477 1.40306
H 6.04810 1.10615 2.01643
*
```

Values from the calculation:
Gap between HOMO and LUMO   2.9 eV
Relative energy (zero: lowest compared OMol25 entry of this formula, charge and spin)   75.61 kJ/mol

Atom charges from the Mulliken analysis, given in e for atoms 1 to 5: 0.3948, -0.9156, 0.0190, -1.3050, -0.1438